12
Properties=species:S:1:pos:R:3:forces:R:3 method="wB97M-V/def2-TZVPD" e_above_lowest_kcal_mol=138.8 total_charge=0 homo_lumo_gap_ev=9.27 smiles="O=CO/C(=N/O)NO" lumo_ev=0.28
O -2.16695 -0.01030 0.49622 1.349 -8.088 -1.780
C -1.66230 -1.13727 0.04151 -1.573 2.060 1.949
O -0.38209 -1.28701 -0.35690 -2.223 1.099 -0.018
C 0.53133 -0.27433 -0.21284 2.456 1.353 1.137
N 1.70457 -0.83113 -0.07266 -2.216 -0.279 -0.591
O 2.53945 0.13653 0.25547 3.070 3.464 0.965
N 0.27861 1.17067 0.18398 -0.509 1.011 -2.689
O -0.96873 1.79348 -0.41501 0.065 -1.231 2.557
H -2.05024 -2.38016 -0.03915 0.186 4.166 0.352
H 3.51224 -0.01831 0.39654 -1.802 -1.259 -0.612
H 0.95337 1.94895 -0.25686 -1.169 -3.237 1.248
H -1.68530 1.48068 0.30992 2.368 0.940 -2.518